Formula: C4H6N
Source: the OMol25 dataset
Level of theory: ωB97M-V/def2-TZVPD

Last column: Mulliken charge in e.
Cartesian coordinates (Å):
C -2.448516 -1.173149 -0.204318  -0.048
C 0.494927 0.901039 1.412365  -0.648
C 0.774485 0.466988 0.263865  0.782
C 1.229964 0.077178 -0.990234  -0.772
N -1.566977 -0.451267 -0.228694  -0.337
H -3.248752 -1.864197 -0.181417  0.347
H -0.449581 0.769224 1.925385  0.351
H 1.201279 1.478184 2.001921  0.304
H 1.211339 0.901013 -1.707913  0.296
H 2.220982 -0.385376 -0.911098  0.359
H 0.580850 -0.719637 -1.379862  0.364

Forces on atoms 1 to 6 (eV/Å):
0.1 0.0 0.0
-0.3 0.3 0.8
-0.4 0.1 0.4
0.5 -0.2 -1.2
0.2 0.2 0.1
-0.5 -0.3 0.0

Computed properties:
E_HOMO = -16.529 eV
Kohn-Sham gap = 0.37898 Ha
total energy = -210.38152 Eh
charge = +1
ΔE to the lowest compared entry with this formula, charge and spin = 46.76 kcal per mole

---

Formula: C11H11BrCdO2
Source: the OMol25 dataset
Level of theory: ωB97M-V/def2-TZVPD

Last column: Mulliken charge in e.
Cartesian coordinates (Å):
C 1.173807 -1.480211 -1.082404  -1.319
C 2.107452 -2.342313 -0.367433  -0.328
C 1.393533 -3.413390 0.205036  -0.426
H 3.188589 -2.259538 -0.316433  0.342
C 0.022408 -3.265973 -0.142653  -0.473
C -0.111057 -2.096139 -0.909555  -0.359
H -1.008758 -1.726574 -1.374235  0.494
H 1.399226 -0.634171 -1.750100  0.640
H 1.840530 -4.228427 0.774677  0.424
H -0.777336 -3.928683 0.178814  0.349
Cd 0.788058 0.138905 0.695871  1.030
Br 2.002682 2.314661 1.303785  -0.627
C -2.057869 3.224647 0.178654  -0.611
C -2.711006 2.404421 -0.808776  -0.479
C -1.922872 2.443254 -2.005054  -0.478
H -3.667969 1.887981 -0.673651  0.328
C -0.785105 3.291839 -1.755742  -0.555
C -0.847723 3.730888 -0.396022  -0.462
H -0.065902 4.292783 0.125114  0.397
H -2.439466 3.429903 1.183993  0.319
H -2.170330 1.976598 -2.966131  0.322
H -0.030134 3.588416 -2.492083  0.317
O 2.391592 -1.942398 2.804215  -0.566
C 1.171799 -1.825304 3.100322  0.111
O 0.241874 -1.140612 2.498681  -0.739
H 0.873978 -2.440562 3.991110  0.348

Forces on atoms 1 to 6 (eV/Å):
0.5 0.0 1.1
-0.4 -0.3 -0.1
0.2 0.7 -0.9
-0.2 0.3 0.0
0.3 0.4 -0.2
-0.3 -0.3 0.2

Computed properties:
E_HOMO = -0.402 eV
Kohn-Sham gap = 0.21697 Ha
total energy = -3317.99487 Eh
charge = -2
ΔE to the lowest compared entry with this formula, charge and spin = 0.00 kcal per mole